DFT (wB97M-V/def2-TZVPD) results for one molecule with the formula C18H17BrN4O3.

The geometry in XYZ format:
```
43
Properties=species:S:1:pos:R:3:forces:R:3
O -2.2118 1.7290 -0.3137 -0.2 -0.2 0.2
C -1.1103 1.5322 0.1750 0.1 0.2 -0.2
C -1.0061 0.6055 1.3167 -1.2 -0.4 0.3
C -2.0652 -0.0696 1.8736 0.6 0.5 -0.4
C -1.5508 -0.7855 2.9727 0.5 0.1 0.1
C -0.2196 -0.5005 3.0114 -0.6 -0.3 0.3
O 0.1213 0.3363 2.0209 0.4 0.2 -0.1
N 0.0000 2.1565 -0.2971 0.1 0.0 -0.2
C 1.3405 2.0322 0.2355 0.5 -0.1 0.3
C 2.3488 2.5686 -0.7997 -0.1 0.0 0.1
N 1.9892 2.2721 -2.1663 0.1 -0.1 0.0
C 2.1238 0.8849 -2.5712 0.1 0.1 0.0
C 1.0026 -0.0068 -2.1536 -0.3 -0.1 -0.5
N -0.1534 -0.1159 -2.7257 1.0 0.9 -0.7
N -0.8733 -0.9947 -2.0145 -0.6 -1.1 1.1
C -0.1266 -1.3960 -1.0319 -0.3 0.4 -0.7
C -0.4782 -2.3412 0.0018 0.2 -0.4 0.5
C 0.4811 -2.8181 0.8921 -0.1 0.1 -0.2
C 0.1162 -3.7159 1.8786 0.0 -0.1 0.0
C -1.1977 -4.1344 1.9939 0.0 0.0 0.0
C -2.1434 -3.6453 1.1044 -0.1 0.0 0.0
Br -3.9512 -4.1999 1.2813 0.1 0.1 0.0
C -1.8042 -2.7574 0.1042 0.1 -0.1 0.0
O 1.0951 -0.8062 -1.0665 0.0 -0.1 0.1
C 0.7192 2.8913 -2.5337 0.0 0.3 -0.1
C -0.1658 3.1800 -1.3107 -0.2 0.1 -0.2
H -3.0752 -0.0350 1.5223 -0.2 0.1 -0.1
H -2.0935 -1.4191 3.6433 -0.1 -0.2 0.2
H 0.5635 -0.8149 3.6732 0.2 0.0 0.0
H 1.4396 2.5905 1.1766 0.1 -0.1 -0.1
H 1.5580 0.9840 0.4464 0.0 0.2 0.0
H 3.3369 2.1522 -0.5917 0.0 0.1 0.1
H 2.4225 3.6566 -0.7233 0.1 0.0 0.1
H 3.0607 0.4949 -2.1673 0.0 0.0 -0.1
H 2.1701 0.8669 -3.6647 0.0 -0.2 0.1
H 1.5049 -2.4879 0.8027 0.1 0.0 0.0
H 0.8573 -4.0925 2.5668 0.1 0.0 0.1
H -1.4888 -4.8306 2.7651 0.0 0.0 0.1
H -2.5319 -2.3700 -0.5905 -0.1 0.0 0.0
H 0.1910 2.2312 -3.2224 0.0 0.1 0.0
H 0.9338 3.8351 -3.0479 -0.2 0.0 0.0
H 0.0896 4.1520 -0.8720 -0.1 0.0 0.0
H -1.2189 3.1856 -1.5943 0.2 0.1 0.0
```
Positions in Å, forces in eV/Å.

HOMO-LUMO gap: 8.77 eV
SMILES: O=C(c1ccco1)N1CCN(Cc2nnc(-c3cccc(Br)c3)o2)CC1
total charge: 0



DFT (wB97M-V/def2-TZVPD) results for an isolated ion of composition C8H14 and charge -1.

The geometry in XYZ format:
```
22
Properties=species:S:1:pos:R:3:forces:R:3
C -0.1666 1.3087 2.1106 0.3 -0.6 0.2
C -0.0808 1.9568 0.7438 0.0 0.6 0.0
C -0.6501 1.0583 -0.3503 -0.3 -0.7 -0.9
C 0.3591 0.0624 -0.8611 0.3 0.7 -0.2
C 0.2916 -1.3085 -0.6617 -0.1 0.5 0.3
C -0.6090 -2.0342 0.1687 0.8 -0.1 -1.2
C -0.8808 -3.3853 -0.0321 -0.5 -0.1 0.8
C 1.4215 0.6538 -1.7688 -0.5 -1.0 0.1
H -1.2020 1.1550 2.4244 0.0 0.2 0.1
H 0.2694 0.3059 2.0529 0.0 0.0 -0.2
H 0.4131 1.8002 2.8982 -0.3 0.3 -0.1
H -0.5027 2.9737 0.7092 -0.5 -0.2 0.3
H 0.9640 2.1691 0.5078 0.2 -0.3 0.0
H -1.0874 1.6656 -1.1734 0.6 0.2 -0.1
H -1.5467 0.4797 -0.0969 0.1 0.1 0.8
H 1.0500 -1.8396 -1.2396 -0.2 -0.5 0.0
H -1.0768 -1.4416 0.9409 -0.5 -0.1 0.1
H -0.3817 -3.9520 -0.7960 0.2 0.0 -0.4
H -1.6703 -3.9167 0.4950 0.2 0.1 0.2
H 2.1259 -0.1446 -2.0202 0.3 0.2 0.1
H 1.9542 1.4884 -1.3021 0.1 0.1 -0.3
H 1.0063 0.9449 -2.7494 0.0 0.5 0.1
```
Positions in Å, forces in eV/Å.

HOMO-LUMO gap (alpha / beta): 3.57 / 6.52 eV
expectation value of S²: 0.770
total charge: -1
spin multiplicity: 2



DFT (wB97M-V/def2-TZVPD) results for an isolated ion of composition C2H3N2O2 and charge +1.

The geometry in XYZ format:
```
9
Properties=species:S:1:pos:R:3:forces:R:3
O 2.1968 1.0449 0.1496 0.6 1.8 -0.1
C 1.2775 0.3411 0.0792 -0.6 -2.1 -0.2
N -0.0941 0.7326 -0.2767 -1.2 1.2 0.0
C -1.1480 -0.1126 -0.1045 1.3 1.3 -0.4
N -2.3275 0.2663 -0.0120 -0.4 0.5 0.3
O -3.3959 0.6164 0.1574 -1.1 0.3 0.1
H 1.4229 -0.7632 0.2294 -0.9 0.5 -0.1
H -0.4774 1.6864 -0.5069 1.8 -0.8 0.5
H -1.1105 -1.1293 -0.2588 0.5 -2.7 0.0
```
Positions in Å, forces in eV/Å.

HOMO-LUMO gap (alpha / beta): 7.69 / 7.69 eV
SMILES: O=C/[NH+]=C/N=O
total charge: +1



DFT (wB97M-V/def2-TZVPD) results for C54H47CrI2N8O3S2Sb2 as an isolated structure.

The geometry in XYZ format:
```
119
Properties=species:S:1:pos:R:3:forces:R:3
Cr -2.1864 0.5949 -0.5891 -0.2 -0.4 -0.5
C -4.2765 -4.3819 1.0152 0.5 0.8 0.9
N -4.2348 -3.0161 0.4080 -0.4 -1.9 -2.0
C -3.4491 -1.9666 0.5650 3.0 0.6 1.5
N -3.4963 -1.1580 -0.4872 -1.2 -0.1 0.2
C -4.4294 -1.7601 -1.3059 0.7 -1.7 1.7
N -4.8528 -2.9307 -0.8507 0.4 1.2 0.8
C -3.2829 -5.5131 0.5346 -0.2 1.2 -0.6
C -3.4428 -6.7573 1.1471 0.8 -0.1 -0.8
C -2.5769 -7.7834 0.7626 0.6 -0.6 -0.1
C -1.5412 -7.5968 -0.1742 -1.3 1.7 1.5
C -1.3060 -6.3032 -0.6715 0.0 -1.2 -1.3
C -2.2217 -5.3169 -0.4119 -1.7 1.7 0.8
C -0.2413 -6.0679 -1.6935 0.4 0.3 -0.8
N 0.4109 -6.8987 -2.4400 0.1 -0.6 0.2
N 1.3557 -6.1804 -3.2157 -1.2 0.0 1.0
C 1.1696 -4.9503 -2.8975 -0.6 0.0 0.9
O 0.1333 -4.7879 -1.9675 1.1 0.1 -0.3
C 1.9920 -3.7866 -3.2495 -0.2 -0.4 -2.0
C 2.5711 -3.7118 -4.5509 0.9 1.2 2.0
C 3.3688 -2.5775 -4.8386 -1.2 -0.6 0.5
C 3.4273 -1.5388 -3.9442 -0.3 0.3 2.7
C 2.8649 -1.6257 -2.6070 0.1 -0.9 -3.5
C 2.8793 -0.4276 -1.7519 0.7 1.7 0.3
N 1.7111 0.4121 -1.9078 -2.2 1.0 0.8
C 0.6317 0.3572 -1.0776 1.7 -0.4 -0.9
N -0.3410 1.1298 -1.5162 0.7 -0.1 -0.2
C 0.2049 1.7031 -2.6091 2.2 0.0 -0.6
N 1.4835 1.3641 -2.8745 -1.6 -1.0 0.6
C 2.1357 -2.7799 -2.3266 1.2 1.5 -0.8
H -5.3592 -4.6529 0.9209 1.1 -0.2 0.2
H -3.9798 -4.2217 2.0917 -0.7 -0.2 -0.9
H -2.5982 -1.7489 1.3536 -1.9 -0.4 -1.1
H -4.7240 -1.4303 -2.2520 -0.3 0.7 -1.1
H -4.2120 -7.0286 1.8693 0.0 0.6 -0.1
H -2.7089 -8.7624 1.2641 0.2 0.6 -0.6
H -0.9083 -8.3729 -0.4441 1.1 -1.4 -0.4
H -2.1612 -4.3646 -0.9942 0.0 -0.7 0.9
H 2.5438 -4.5763 -5.1623 -0.3 -0.5 -0.7
H 3.8946 -2.3835 -5.7443 0.1 -0.5 -0.8
H 3.9755 -0.6388 -4.1973 0.0 0.0 0.0
H 3.7332 0.2504 -2.0114 -0.4 -0.8 0.5
H 2.8186 -0.6613 -0.6917 0.7 -0.2 0.1
H 0.5995 -0.1770 -0.1442 -0.1 -0.3 0.2
H -0.2767 2.3653 -3.2788 -0.5 0.6 -0.1
H 1.6962 -2.8436 -1.3906 -1.0 -0.3 1.7
C -0.5378 3.5350 2.9429 -0.1 0.2 0.4
C 0.2156 2.8285 4.0849 0.4 1.0 0.4
C 0.0916 1.3110 4.1948 -0.2 -0.1 -1.1
Sb 1.7209 0.4486 3.1041 1.1 -0.1 0.5
C 1.8181 -1.5789 3.9287 -0.2 0.2 -1.3
C 0.5880 -2.2019 3.9157 0.5 -0.5 0.9
C 0.5278 -3.5516 4.3027 -2.5 2.0 -0.9
C 1.5973 -4.2606 4.6246 3.5 -1.1 0.9
C 2.8956 -3.6968 4.5928 -1.2 2.4 -1.7
C 2.9638 -2.3694 4.1187 1.2 0.9 1.1
C 3.0877 1.1835 4.6920 0.7 -0.3 0.0
C 3.1552 0.5451 5.9403 -1.0 0.9 -0.3
C 3.8968 1.0462 6.9941 -0.2 0.0 0.2
C 4.8161 2.0582 6.7460 -0.1 -0.6 -0.2
C 4.8893 2.6261 5.4631 1.0 -0.2 2.2
C 3.9890 2.2430 4.4902 0.5 -0.6 -0.4
Sb 0.3747 3.3450 1.0043 -1.2 -0.8 -0.5
C -1.5562 3.6147 -0.1039 1.1 0.0 1.6
C -1.4907 4.4454 -1.1873 -0.9 0.0 -1.6
C -2.6224 4.6189 -2.0251 -0.3 0.3 1.3
C -3.8467 4.0932 -1.6135 0.0 0.4 0.2
C -3.9171 3.4450 -0.3650 -2.7 0.1 -0.1
C -2.8007 3.1546 0.3660 1.2 -0.7 0.4
C 0.8609 5.4245 1.0759 0.4 -0.1 0.0
C 2.2119 5.7847 1.2530 -0.1 1.4 -0.5
C 2.5378 7.1349 1.3584 -1.4 1.5 -0.1
C 1.5108 8.1249 1.3261 0.0 -2.3 0.8
C 0.1593 7.7435 1.3144 2.3 0.1 -0.4
C -0.1375 6.3928 1.1332 0.8 1.5 0.2
H -0.5420 4.6376 3.0396 0.1 -0.6 0.4
H -1.5882 3.2457 2.9010 0.1 -0.3 -0.1
H -0.1048 3.2246 5.0546 -0.3 0.2 -0.1
H 1.2803 3.1771 4.0640 -0.5 -0.4 -0.1
H -0.8079 0.9128 3.7111 0.1 0.4 0.2
H 0.1096 0.9964 5.2127 0.2 -0.3 0.8
H -0.2664 -1.5904 3.6881 -0.6 -0.3 -0.1
H -0.4233 -4.0302 4.3758 -0.7 -0.2 -0.1
H 1.4638 -5.2626 4.9467 0.0 -0.9 0.2
H 3.8602 -4.0992 4.7643 0.3 -1.2 0.4
H 3.9640 -1.8161 4.0635 -1.3 -1.1 0.1
H 2.5124 -0.2850 6.1477 -0.4 -0.4 0.0
H 3.6701 0.6588 7.9974 0.7 0.0 -0.4
H 5.5690 2.2365 7.5093 -0.2 0.6 -0.1
H 5.7654 3.2865 5.3995 -0.7 0.1 -0.9
H 4.1874 2.6145 3.5011 -0.5 0.4 -0.4
H -0.5643 4.9352 -1.4490 0.2 0.1 -0.1
H -2.6328 5.3551 -2.8159 0.3 -0.3 -0.4
H -4.7538 4.2694 -2.2175 0.6 -0.1 0.5
H -4.9428 3.2613 0.1028 1.4 -0.1 -0.9
H -2.8339 2.5186 1.2728 -0.1 0.6 -0.5
H 3.0982 5.1642 1.1842 -0.5 -0.8 0.1
H 3.5529 7.5085 1.4696 0.0 -0.4 -0.1
H 1.7449 9.1444 1.4555 0.4 1.1 0.0
H -0.5226 8.5679 1.4123 -0.8 -0.2 -0.1
H -1.1684 6.2277 1.0001 -1.1 -1.0 0.0
S -1.1614 0.1250 1.4382 -0.3 0.0 -0.2
I -5.9643 1.3566 -3.6241 0.0 0.5 -0.9
I -8.3029 2.2583 -5.0742 0.4 -0.3 0.6
O 2.2110 0.3566 -6.8916 0.5 -0.7 0.3
C 0.9624 0.1948 -7.3342 -1.4 0.9 -0.3
O 0.7224 0.1830 -8.5066 0.1 -0.3 -0.3
C -0.1268 0.3045 -6.2865 -0.8 -0.5 1.1
C -0.9935 1.3875 -6.3371 -0.1 1.2 0.1
C -1.8688 1.6664 -5.2606 -0.6 0.6 -0.8
C -2.0582 0.7834 -4.2265 0.1 -2.3 0.3
S -3.2275 0.9458 -2.9103 0.0 0.4 0.3
C -1.2636 -0.4072 -4.2108 0.3 0.3 0.0
C -0.2864 -0.5943 -5.1828 0.3 1.6 -0.5
H 2.1642 0.2166 -5.9411 0.3 0.3 0.5
H -0.9322 2.1475 -7.1490 0.0 -0.8 0.6
H -2.4840 2.5819 -5.2292 0.5 -0.4 -0.3
H -1.3483 -1.0977 -3.3426 0.1 0.5 -0.8
H 0.5386 -1.2529 -5.0571 0.1 -1.3 0.3
```
Positions in Å, forces in eV/Å.

HOMO-LUMO gap (alpha / beta): 5.30 / 5.70 eV
expectation value of S²: 6.032
total charge: -1
spin multiplicity: 5



DFT (wB97M-V/def2-TZVPD) results for C23H31AsCl5FeO4P as an isolated structure.

The geometry in XYZ format:
```
66
Properties=species:S:1:pos:R:3:forces:R:3
Fe 1.3085 -0.5369 0.6641 0.1 -0.5 -0.5
Cl 2.6568 0.5196 2.5963 0.0 0.0 0.1
C 3.8473 -0.3672 1.6230 -0.2 0.1 0.1
C 3.3190 -0.8486 0.4511 0.1 0.0 0.3
C 4.1576 -1.5885 -0.3565 -0.1 0.0 -0.2
Cl 3.5261 -2.1776 -1.8593 0.1 0.0 0.0
C 5.4798 -1.8307 0.0086 0.0 0.0 0.1
Cl 6.5098 -2.7381 -1.0119 0.0 0.0 0.0
C 5.9676 -1.3244 1.2250 0.0 0.0 0.0
Cl 7.5847 -1.6219 1.6909 0.0 0.0 0.0
C 5.1395 -0.5731 2.0635 0.1 0.0 0.0
Cl 5.6807 0.0554 3.5594 0.0 0.0 0.0
C 2.3696 -3.6583 3.3236 0.0 0.0 0.0
C 0.8992 -4.0331 3.4021 0.0 0.0 0.0
C 0.4499 -4.2476 4.8323 0.0 0.0 0.0
C 0.5679 -5.2270 2.5222 0.0 0.1 0.0
O 0.1229 -2.8396 2.9610 0.0 -0.1 -0.1
P -0.1827 -2.4245 1.4900 -0.1 -0.1 0.0
O 1.0294 -2.5606 0.5630 0.1 0.2 -0.1
O -0.4244 -0.9011 1.5008 0.0 0.4 0.2
O -1.3690 -3.2385 0.9225 -0.1 0.0 -0.1
C -2.8234 -3.0763 1.1999 0.0 0.0 0.1
C -3.0346 -2.8258 2.6824 0.0 0.0 0.0
C -3.3167 -1.9198 0.3492 0.0 0.0 0.0
C -3.4247 -4.3944 0.7604 0.0 0.0 0.0
H 2.9758 -4.4845 3.6965 0.0 0.0 0.0
H 2.5679 -2.7799 3.9409 0.0 0.0 0.0
H 2.6619 -3.4527 2.2925 0.0 0.0 0.0
H 0.9964 -5.0858 5.2655 0.0 0.0 0.0
H -0.6164 -4.4721 4.8714 0.0 0.0 0.0
H 0.6445 -3.3576 5.4307 0.0 0.0 0.0
H 1.1126 -6.0981 2.8861 0.0 0.0 0.0
H 0.8665 -5.0536 1.4867 0.0 0.0 0.0
H -0.4986 -5.4525 2.5560 0.0 0.0 0.0
H -2.5698 -1.8904 2.9991 0.0 0.0 0.0
H -2.6279 -3.6435 3.2780 0.0 0.0 0.0
H -4.1040 -2.7556 2.8811 0.0 0.0 0.0
H -2.8744 -0.9795 0.6784 0.0 0.0 0.0
H -4.4009 -1.8426 0.4368 0.0 0.0 0.0
H -3.0679 -2.0910 -0.6991 0.0 0.0 0.0
H -3.0457 -5.2121 1.3740 0.0 0.0 0.0
H -3.1803 -4.5941 -0.2828 0.0 0.0 0.0
H -4.5092 -4.3564 0.8643 0.0 0.0 0.0
C 0.0817 2.6229 -1.1568 0.0 0.1 0.1
As 1.2053 1.0634 -1.3274 -0.2 -0.1 -0.1
C 0.5265 0.1852 -2.9082 0.0 -0.1 0.0
C 2.9738 1.7582 -1.7857 0.0 0.0 0.0
C 2.9998 2.3390 -3.1678 0.0 0.0 0.0
C 2.6827 3.6763 -3.3846 0.0 0.0 0.0
C 2.6791 4.1987 -4.6703 0.0 0.0 0.0
C 2.9936 3.3888 -5.7514 0.0 0.0 0.0
C 3.3193 2.0552 -5.5426 0.0 0.0 0.0
C 3.3209 1.5333 -4.2579 0.0 0.0 0.0
H 0.0369 3.1530 -2.1061 0.0 0.0 0.0
H 0.4879 3.2797 -0.3897 0.0 0.0 0.0
H -0.9165 2.3019 -0.8660 0.0 0.0 0.0
H 0.7789 0.7763 -3.7860 0.0 0.0 0.0
H -0.5547 0.1026 -2.8132 0.0 0.0 0.0
H 0.9649 -0.8078 -2.9874 0.0 0.0 0.0
H 3.6698 0.9292 -1.6703 0.0 0.0 0.0
H 3.2011 2.5033 -1.0224 0.0 0.0 0.0
H 2.4552 4.3190 -2.5406 0.0 0.0 0.0
H 2.4403 5.2427 -4.8271 0.0 0.0 0.0
H 2.9961 3.7975 -6.7530 0.0 0.0 0.0
H 3.5796 1.4228 -6.3814 0.0 0.0 0.0
H 3.5854 0.4937 -4.0930 0.0 0.0 0.0
```
Positions in Å, forces in eV/Å.

HOMO-LUMO gap (alpha / beta): 9.48 / 6.70 eV
expectation value of S²: 8.761
total charge: +1
spin multiplicity: 6



Table of largest force on an atom (eV/A), in record order: 1.6, 1.4, 2.7, 3.8, 0.7